Entry from OMol25: C23H62Ag2N4O9 as an isolated structure (the ωB97M-V functional and the def2-TZVPD basis).

Computed properties:
<S²> ... 2.01
HOMO (spin up / spin down) ... -13.2 / -13.2 eV
Charge ... +2
LUMO energy (spin up / spin down) ... -4.5261 / -9.6517 eV
Multiplicity ... 3
E_tot ... -57223.2059 eV

```
100
Properties=species:S:1:pos:R:3:forces:R:3:mulliken_spin:R:1
Ag 0.65766 -2.70900 1.35112 0.097 -0.400 0.082 0.0392
Ag 2.77276 0.00024 3.41513 0.041 -0.579 0.015 0.0288
C 1.16826 0.61261 0.58911 -0.454 -0.179 0.000 -0.0355
O 1.35096 -0.45098 1.44569 -0.031 0.486 -0.010 0.8273
H 1.46505 1.53894 1.10477 0.220 -0.040 -0.094 0.0252
H 1.82495 0.46853 -0.28266 0.044 0.168 0.019 0.0680
H 0.12039 0.71432 0.27889 0.185 -0.011 -0.090 0.0302
C 4.33470 -4.17225 3.10373 0.397 -0.445 -0.082 0.0019
C 3.11827 -3.45436 2.60375 -0.504 0.357 0.321 -0.0035
O 2.98024 -2.22127 2.85297 0.101 -0.445 -0.256 0.0049
O 2.24673 -4.12662 1.97050 -0.025 0.551 -0.144 0.0083
H 4.25075 -5.24932 2.98128 -0.126 0.039 -0.115 0.0000
H 4.52994 -3.97405 4.15538 -0.078 0.258 -0.018 -0.0001
H 5.20242 -3.83995 2.52946 -0.016 0.074 0.077 -0.0001
C 4.12463 -1.20080 -0.85783 0.421 0.046 0.032 0.0094
C 4.05018 -1.71376 -2.28031 -0.366 -0.187 0.116 -0.0012
C 4.43873 -3.18222 -2.35635 0.377 0.313 0.258 -0.0003
O 4.40796 -3.57021 -3.70435 -0.080 -0.071 -0.057 0.0000
C 5.21085 -4.70479 -3.98083 0.302 0.162 0.269 0.0000
N 2.67107 -1.48348 -2.78415 0.402 0.024 0.010 0.0005
H 4.16871 -0.11098 -0.85698 -0.288 0.025 0.090 -0.0006
H 5.03238 -1.53636 -0.34967 -0.077 -0.089 -0.045 0.0000
H 3.26948 -1.56761 -0.29234 -0.104 0.062 0.267 -0.0113
H 4.77653 -1.16480 -2.88202 -0.248 0.065 -0.248 0.0003
H 3.76315 -3.79332 -1.73375 0.014 -0.033 -0.102 0.0001
H 5.45208 -3.27527 -1.93258 -0.078 -0.147 -0.152 0.0000
H 6.27312 -4.47675 -3.81753 -0.104 0.040 -0.016 0.0000
H 5.07412 -4.95238 -5.02736 -0.118 -0.158 -0.011 0.0000
H 4.95398 -5.54000 -3.32205 -0.133 -0.090 -0.192 0.0000
H 2.06564 -2.03424 -2.17566 -0.010 -0.043 -0.121 -0.0007
H 2.60752 -1.91798 -3.70323 -0.004 0.045 0.058 0.0002
C -3.31628 0.83129 1.73465 0.540 0.104 0.228 0.0003
C -3.70093 0.67973 0.27704 0.947 0.121 -0.223 -0.0007
C -4.15241 2.01327 -0.28850 -0.743 -0.087 0.852 0.0012
O -4.35328 1.92335 -1.68744 0.213 0.359 -0.423 0.0052
C -4.75728 3.18868 -2.22094 -0.446 -0.287 0.624 0.0086
N -2.50177 0.18393 -0.47620 -0.581 0.790 0.280 -0.0028
H -2.87013 -0.10247 2.08645 -0.242 -0.008 0.133 -0.0001
H -4.12985 1.13175 2.39143 -0.167 -0.180 -0.087 0.0000
H -2.53394 1.59659 1.84975 -0.099 -0.038 -0.136 0.0001
H -4.48352 -0.07309 0.18280 -0.078 0.047 -0.168 0.0001
H -3.43692 2.80672 -0.01744 0.102 -0.146 -0.333 0.0008
H -5.10613 2.29149 0.19374 0.163 -0.018 -0.173 -0.0015
H -4.93389 3.04439 -3.28335 -0.147 0.370 0.084 0.0020
H -3.99594 3.94260 -2.01004 -0.019 0.101 -0.188 -0.0001
H -5.70594 3.47976 -1.76268 0.064 0.144 -0.082 0.0023
H -1.71418 0.79684 -0.24557 -0.259 -0.046 0.117 0.0005
H -2.68095 0.42070 -1.45310 0.119 -0.561 0.086 0.0029
C -3.28292 0.83878 -6.67488 -0.298 0.242 -0.444 0.0380
C -3.21105 0.59778 -5.18116 -0.783 -0.593 -0.757 0.0365
C -1.72150 0.38464 -4.68049 0.012 0.609 0.057 0.1709
O -1.83686 0.03386 -3.34980 -0.060 -0.278 0.443 -0.0020
C -0.66002 -0.48309 -2.76114 1.340 -0.784 0.655 0.0047
N -3.73966 1.63418 -4.38803 2.379 -0.015 1.053 0.7510
H -2.86064 1.79463 -6.99031 0.110 -0.015 0.166 -0.0029
H -4.33092 0.83454 -6.98216 0.043 0.035 0.068 0.0013
H -2.79999 0.04888 -7.24559 0.145 -0.069 0.207 -0.0007
H -3.73544 -0.31744 -4.89034 0.116 -0.013 -0.105 -0.0013
H -1.16716 1.32546 -4.79487 0.040 -0.120 -0.246 -0.0013
H -1.30062 -0.40116 -5.31440 -0.019 -0.023 0.017 0.0155
H -0.06998 -1.14133 -3.41079 -0.334 0.239 -0.352 0.0033
H -0.90328 -1.09999 -1.89218 -0.425 0.176 -0.209 0.0021
H 0.04249 0.27850 -2.39836 -0.281 0.273 -0.352 0.0012
H -3.25330 2.54184 -4.43578 -0.658 -0.031 -0.715 -0.0091
H -3.79793 1.40158 -3.37857 -0.764 -0.149 -0.026 -0.0251
C -1.42713 0.26880 5.29832 -0.244 0.329 -0.334 -0.0007
C -0.09225 0.51960 4.59728 0.064 -0.863 -0.145 -0.0014
C 0.61697 1.74129 5.12470 -0.306 0.352 0.051 0.0043
O 1.88751 1.91439 4.49530 -0.324 0.430 0.160 0.0040
C 2.37884 3.23478 4.75356 0.952 0.149 -0.129 0.0000
N 0.82096 -0.66086 4.64125 -0.429 0.697 0.225 0.0113
H -2.13437 1.08265 5.09960 0.189 0.075 0.135 0.0001
H -1.33694 0.15504 6.37805 0.095 -0.081 -0.006 0.0002
H -1.90834 -0.61457 4.87192 0.159 -0.122 0.165 0.0001
H -0.30802 0.66375 3.52843 0.102 0.121 0.096 -0.0055
H 0.71020 1.71292 6.22029 0.269 -0.191 -0.108 -0.0007
H -0.01052 2.61924 4.91601 0.089 -0.051 -0.066 0.0003
H 2.63228 3.36815 5.80843 -0.487 0.006 0.077 0.0004
H 1.69590 3.99662 4.37519 -0.190 -0.037 0.280 -0.0002
H 3.33239 3.37886 4.24136 -0.128 -0.331 -0.228 -0.0001
H 0.29362 -1.47118 4.33392 0.277 -0.139 -0.011 -0.0007
H 1.12868 -0.84117 5.59497 -0.169 -0.060 -0.023 -0.0001
C -2.67474 -3.41348 -1.20615 0.381 -0.553 -0.641 -0.0007
C -2.59119 -3.14157 0.27347 -0.291 0.520 0.058 -0.0012
O -1.51991 -2.22682 0.61389 -0.020 -0.063 0.090 -0.0013
H -2.99043 -2.55922 -1.80783 -0.140 0.127 0.251 0.0004
H -3.35760 -4.24487 -1.40252 -0.114 0.171 0.084 0.0000
H -1.71590 -3.73723 -1.62973 0.023 0.031 0.291 -0.0001
H -2.47262 -4.05434 0.85101 0.296 -0.006 -0.018 0.0002
H -3.53242 -2.68737 0.60734 0.090 -0.055 0.056 0.0006
H -1.82658 -1.33103 0.33056 0.170 -0.312 -0.201 -0.0002
C 1.91311 4.88581 1.42068 0.516 -0.447 -1.129 0.0006
C 0.54371 4.51253 1.89566 -0.307 -0.061 1.293 -0.0017
O 0.11994 5.46563 2.88008 0.045 -0.119 -0.299 0.0003
H 2.62563 5.04737 2.22521 -0.208 0.123 0.211 0.0002
H 1.94936 5.72855 0.73191 -0.220 0.231 0.264 0.0001
H 2.30926 4.04619 0.83198 -0.001 0.024 0.087 -0.0018
H 0.62007 3.53263 2.40365 -0.102 -0.019 -0.233 0.0015
H -0.21968 4.42267 1.11711 0.262 0.090 -0.269 -0.0001
H -0.82087 5.34717 3.04123 0.012 0.090 0.053 0.0000
```
Positions in Å, forces in eV/Å.